Run 1
Molecular formula: C3H12N2S
Method: DFT, the ωB97M-V functional and the def2-TZVPD basis

XYZ file:
```
18
C3H12N2S, DFT the ωB97M-V functional and the def2-TZVPD basis
C -1.15 -1.03 1.97
N 0.03 -1.03 1.14
C 1.04 -0.02 1.55
N 0.98 1.23 0.85
H -1.94 -1.66 1.53
H -0.99 -1.37 3.00
H -1.59 -0.04 2.01
H 0.45 -1.95 1.17
H 2.02 -0.46 1.38
H 0.93 0.19 2.62
H 1.14 1.11 -0.15
H 0.08 1.68 0.97
C -0.43 0.15 -3.10
S 1.11 1.02 -2.72
H -0.64 0.14 -4.17
H -0.34 -0.87 -2.73
H -1.27 0.62 -2.58
H 0.55 2.27 -2.73
```

As for the total charge: -1. The HOMO energy (spin up / spin down) is 1.13 / -4.93 eV. Its spin multiplicity is 2.

Run 2
Molecular formula: C3H12N2S
Method: DFT, the ωB97M-V functional and the def2-TZVPD basis

XYZ file:
```
18
C3H12N2S, DFT the ωB97M-V functional and the def2-TZVPD basis
C 0.21 -1.39 -4.27
S -1.13 -0.19 -3.64
C 0.22 1.26 -3.83
H 1.10 -1.31 -3.59
H 0.81 -1.03 -5.28
H -0.21 -2.31 -4.69
H 0.17 1.62 -2.73
H 1.23 0.98 -3.99
H -0.01 2.04 -4.59
N 0.40 0.89 3.71
C -0.20 -0.10 4.51
N -1.43 -0.55 3.82
H 0.02 1.81 3.64
H 1.46 0.86 3.99
H 0.44 -1.03 4.65
H -0.39 0.19 5.55
H -1.35 -0.16 2.87
H -1.35 -1.57 3.87
```

As for the total charge: -1. The HOMO energy (spin up / spin down) is 1.05 / -3.90 eV. Its spin multiplicity is 2.

Relative energies, unit eV: run 1 0.000; run 2 1.927

Run 1
Molecular formula: C2H3NO3
Method: DFT, the ωB97M-V functional and the def2-TZVPD basis

XYZ file:
```
9
C2H3NO3, DFT the ωB97M-V functional and the def2-TZVPD basis
C 0.82 1.20 -0.06
C -1.98 -1.78 0.19
N -1.18 -0.89 -0.02
O -2.77 -2.63 0.11
O -0.24 0.00 0.56
O 1.77 0.65 -0.80
H 1.04 1.52 0.95
H 0.20 1.87 -0.65
H 2.33 0.05 -0.28
```

As for the total charge: 0. The HOMO energy is -9.19 eV. Its spin multiplicity is 1.

Run 2
Molecular formula: C2H3NO3
Method: DFT, the ωB97M-V functional and the def2-TZVPD basis

XYZ file:
```
9
C2H3NO3, DFT the ωB97M-V functional and the def2-TZVPD basis
C -1.13 -0.63 0.41
C 0.50 0.37 -1.00
H 1.51 1.10 1.27
H -1.63 -0.76 -0.57
H -0.26 0.29 -1.77
N 0.06 0.04 0.21
O 0.93 -0.09 1.26
O -1.59 -1.09 1.46
O 1.60 0.77 -1.27
```

As for the total charge: 0. The HOMO energy is -10.60 eV. Its spin multiplicity is 1.

Run 3
Molecular formula: C2H3NO3
Method: DFT, the ωB97M-V functional and the def2-TZVPD basis

XYZ file:
```
9
C2H3NO3, DFT the ωB97M-V functional and the def2-TZVPD basis
C -0.91 1.07 1.34
C 1.02 -0.06 -1.45
N -0.77 -0.03 0.84
O -1.13 2.21 1.39
O 0.85 -1.05 -0.83
O -0.67 -1.32 1.51
H 0.38 0.38 -2.27
H 1.68 0.76 -1.24
H -0.46 -1.97 0.71
```

As for the total charge: 0. The HOMO energy is -9.94 eV. Its spin multiplicity is 1.

Run 4
Molecular formula: C2H3NO3
Method: DFT, the ωB97M-V functional and the def2-TZVPD basis

XYZ file:
```
9
C2H3NO3, DFT the ωB97M-V functional and the def2-TZVPD basis
C 0.10 -1.73 0.08
C -0.33 1.65 -0.33
H 0.86 -2.39 0.50
H 1.16 0.13 0.55
H -1.30 2.33 -0.31
N 0.32 -0.37 0.37
O -0.94 -2.11 -0.49
O -0.70 0.37 -0.12
O 0.84 2.12 -0.26
```

As for the total charge: 0. The HOMO energy is -10.30 eV. Its spin multiplicity is 1.

Relative energies, unit eV: run 1 1.806; run 2 1.072; run 3 1.641; run 4 0.000

Run 1
Molecular formula: C2H3NO3
Method: DFT, the ωB97M-V functional and the def2-TZVPD basis

XYZ file:
```
9
C2H3NO3, DFT the ωB97M-V functional and the def2-TZVPD basis
C 0.02 0.75 0.51
C -1.17 0.19 -0.23
H 2.42 -0.69 -0.23
H -0.34 1.67 0.97
H -0.17 -1.14 -1.06
N 1.25 0.32 0.76
O 1.38 -0.87 0.15
O -1.08 -0.69 -1.16
O -2.31 0.47 0.29
```

As for the total charge: 0. The HOMO energy is -10.37 eV. Its spin multiplicity is 1.

Run 2
Molecular formula: C2H3NO3
Method: DFT, the ωB97M-V functional and the def2-TZVPD basis

XYZ file:
```
9
C2H3NO3, DFT the ωB97M-V functional and the def2-TZVPD basis
C 0.47 0.70 -0.05
C -1.71 0.02 -0.03
H 2.65 0.33 0.52
H 1.19 1.55 -0.17
H -2.74 0.41 -0.22
N 0.98 -0.43 0.03
O 2.30 -0.36 -0.07
O -0.87 1.04 0.06
O -1.49 -1.13 0.03
```

As for the total charge: 0. The HOMO energy is -9.93 eV. Its spin multiplicity is 1.

Run 3
Molecular formula: C2H3NO3
Method: DFT, the ωB97M-V functional and the def2-TZVPD basis

XYZ file:
```
9
C2H3NO3, DFT the ωB97M-V functional and the def2-TZVPD basis
C -1.80 -1.52 -1.18
C 0.43 0.22 -0.10
N -0.70 0.48 0.43
O 0.93 0.48 -1.32
O 1.31 -0.14 0.80
O -1.74 -2.42 -0.49
H 0.34 0.91 -1.90
H 0.69 -0.10 1.55
H -1.39 0.79 -0.22
```

As for the total charge: 0. The HOMO energy is -10.12 eV. Its spin multiplicity is 1.

Relative energies, unit eV: run 1 2.299; run 2 2.216; run 3 0.000

Run 1
Molecular formula: C2H3NO3
Method: DFT, the ωB97M-V functional and the def2-TZVPD basis

XYZ file:
```
9
C2H3NO3, DFT the ωB97M-V functional and the def2-TZVPD basis
C 0.22 -0.07 -1.28
C -0.29 -1.32 1.43
N -0.50 1.27 0.46
O -0.61 -0.92 -1.00
O 0.54 -2.04 1.18
O 0.43 1.03 -0.62
H 0.84 -0.33 -2.11
H -0.11 2.03 0.92
H -0.53 0.35 1.01
```

As for the total charge: 0. The HOMO energy is -9.99 eV. Its spin multiplicity is 1.

Run 2
Molecular formula: C2H3NO3
Method: DFT, the ωB97M-V functional and the def2-TZVPD basis

XYZ file:
```
9
C2H3NO3, DFT the ωB97M-V functional and the def2-TZVPD basis
C 1.95 0.31 0.14
C 0.49 0.46 -0.01
N 3.01 -0.13 -0.02
O -0.04 0.66 -1.18
O -0.04 1.29 0.97
O -0.09 -1.34 0.14
H 0.35 0.03 -1.82
H -1.05 1.45 0.88
H 0.42 -1.81 -0.52
```

As for the total charge: 0. The HOMO energy is -10.55 eV. Its spin multiplicity is 1.

Relative energies, unit eV: run 1 0.000; run 2 0.167

Run 1
Molecular formula: C2H6NP
Method: DFT, the ωB97M-V functional and the def2-TZVPD basis

XYZ file:
```
10
C2H6NP, DFT the ωB97M-V functional and the def2-TZVPD basis
C -0.60 0.08 0.90
C 0.34 -0.28 -0.13
N -0.97 -0.68 1.86
P -0.07 0.52 -1.66
H -0.76 1.07 0.84
H 1.70 0.59 0.38
H 0.78 -1.19 -0.29
H -1.58 -0.28 2.46
H -0.06 -0.67 -2.35
H 1.22 0.85 -2.01
```

As for the total charge: 0. The HOMO energy is -9.81 eV. Its spin multiplicity is 1.

Run 2
Molecular formula: C2H6NP
Method: DFT, the ωB97M-V functional and the def2-TZVPD basis

XYZ file:
```
10
C2H6NP, DFT the ωB97M-V functional and the def2-TZVPD basis
C 0.64 0.75 -0.01
C 0.99 -0.60 0.45
N -0.18 -0.38 -0.38
P -1.77 -0.08 0.20
H 0.15 1.27 0.71
H 1.26 1.07 -0.81
H 1.97 -1.09 -0.23
H 1.01 -0.87 1.44
H -2.12 -1.15 -0.72
H -1.94 1.08 -0.65
```

As for the total charge: 0. The HOMO energy is -8.50 eV. Its spin multiplicity is 1.

Run 3
Molecular formula: C2H6NP
Method: DFT, the ωB97M-V functional and the def2-TZVPD basis

XYZ file:
```
10
C2H6NP, DFT the ωB97M-V functional and the def2-TZVPD basis
C -0.32 0.14 -0.18
C 0.53 0.92 0.77
N -1.09 0.79 -1.19
P -0.52 -1.60 0.24
H 0.08 0.92 1.74
H 0.91 1.91 0.37
H 1.43 0.29 0.80
H -1.57 0.12 -1.75
H 0.84 -1.65 0.31
H -0.28 -1.83 -1.11
```

As for the total charge: 0. The HOMO energy is -9.82 eV. Its spin multiplicity is 1.

Relative energies, unit eV: run 1 1.909; run 2 1.050; run 3 0.000

Run 1
Molecular formula: C4H9NOS2
Method: DFT, the ωB97M-V functional and the def2-TZVPD basis

XYZ file:
```
17
C4H9NOS2, DFT the ωB97M-V functional and the def2-TZVPD basis
N 1.97 -0.64 1.59
C 1.54 -0.40 0.22
C 2.56 0.59 -0.38
O 2.30 1.41 -1.21
C 0.16 0.28 0.16
S -1.10 -0.95 0.62
S -2.80 0.21 0.61
C -3.26 0.10 -1.14
H 2.04 -1.63 1.81
H 1.32 -0.25 2.26
H 1.61 -1.32 -0.34
H 3.57 0.48 0.05
H -0.01 0.81 -0.77
H 0.15 0.98 0.99
H -4.21 0.60 -1.27
H -3.31 -0.92 -1.48
H -2.51 0.65 -1.73
```

As for the total charge: 0. The HOMO energy is -9.07 eV. Its spin multiplicity is 1.

Run 2
Molecular formula: C4H9NOS2
Method: DFT, the ωB97M-V functional and the def2-TZVPD basis

XYZ file:
```
17
C4H9NOS2, DFT the ωB97M-V functional and the def2-TZVPD basis
C 2.03 0.39 -0.76
C -0.59 0.82 -0.08
C 0.06 0.45 1.30
C -1.73 -0.19 -0.55
H 3.11 1.14 -1.09
H 2.09 0.52 0.40
H 2.18 -0.73 -1.01
H -1.21 1.73 0.31
H 0.92 -0.28 1.13
H -1.06 0.16 1.82
H 0.37 1.36 1.99
H -2.21 -2.03 -0.73
H 0.38 -1.65 0.59
N -1.55 -1.48 -0.25
O -0.15 -1.96 -0.67
S 0.60 1.22 -1.43
S -3.22 0.53 -0.96
```

As for the total charge: 0. The HOMO energy is -8.65 eV. Its spin multiplicity is 1.

Run 3
Molecular formula: C4H9NOS2
Method: DFT, the ωB97M-V functional and the def2-TZVPD basis

XYZ file:
```
17
C4H9NOS2, DFT the ωB97M-V functional and the def2-TZVPD basis
S 1.76 -2.62 -1.17
S -0.25 -2.14 -1.60
C -0.70 -1.22 0.02
C -0.52 0.27 -0.16
C -1.75 0.86 -0.81
O -2.34 1.81 -0.35
N -0.22 0.86 1.12
C 1.21 1.23 1.31
H 2.41 -2.09 -2.20
H 0.07 -1.56 0.71
H -1.66 -1.55 0.41
H 0.30 0.38 -0.88
H -2.10 0.43 -1.76
H -0.79 1.68 1.27
H 1.78 0.34 1.06
H 1.41 2.04 0.63
H 1.38 1.27 2.40
```

As for the total charge: 0. The HOMO energy is -8.91 eV. Its spin multiplicity is 1.

Relative energies, unit eV: run 1 0.000; run 2 6.693; run 3 0.713